1.
{"formula": "C2H3F3", "method": "wB97M-V/def2-TZVPD", "elements": ["F", "F", "F", "C", "C", "H", "H", "H"], "coordinates": [[-1.862482, 0.107200, 0.162162], [0.656158, 1.285701, -0.177082], [1.507829, -0.762357, 0.006994], [-0.742636, -0.595691, -0.289097], [0.472830, 0.013535, 0.299492], [0.443131, 0.047697, 1.398327], [-0.882958, -1.647960, -0.007620], [-0.654872, -0.581699, -1.381737]], "forces_ev_per_a": [[0.4472, -0.1891, -0.4334], [0.1289, -0.5913, 0.0026], [1.3997, -0.5273, -0.8808], [-1.1959, -0.4435, -0.4653], [-0.5309, 0.6859, 1.6688], [-0.2686, 0.4072, -0.2093], [0.3049, 0.3092, 0.2293], [-0.2853, 0.3489, 0.0881]], "smiles": "FCC(F)F", "energy_ev": -10274.8489, "lumo_energy_ev": 1.08, "orbital_gap_ev": 13.404, "largest_force_ha_per_bohr": 0.0366, "e_above_lowest_kcal_mol": 20.3}

2.
{"formula": "ClN2O3P", "method": "wB97M-V/def2-TZVPD", "elements": ["Cl", "P", "O", "O", "O", "N", "N"], "coordinates": [[-3.416044, -0.735870, 0.812091], [-2.336327, 0.551291, -0.487791], [-1.647134, 1.469773, 0.380822], [0.269445, -0.788065, -0.637418], [3.445987, 0.083206, 0.270900], [1.285835, -0.472863, -0.148678], [2.398237, -0.107471, -0.189929]], "forces_ev_per_a": [[0.2296, 0.2236, -0.5613], [-0.9298, -1.2379, 0.0838], [0.7408, 1.0741, 0.5128], [-2.8981, -0.8842, -1.6753], [3.2623, 0.6934, 1.5400], [4.5532, 1.3316, 1.8466], [-4.9580, -1.2006, -1.7465]], "smiles": "O=NN=O.O=PCl", "energy_ev": -30929.0103, "lumo_energy_ev": -0.89, "orbital_gap_ev": 9.363, "largest_force_ha_per_bohr": 0.1049, "e_above_lowest_kcal_mol": 3.7}

3.
{"formula": "C28H66O12", "method": "wB97M-V/def2-TZVPD", "elements": ["O", "O", "O", "O", "O", "O", "O", "O", "O", "O", "O", "O", "C", "C", "C", "C", "C", "C", "C", "C", "C", "C", "C", "C", "C", "C", "C", "C", "C", "C", "C", "C", "C", "C", "C", "C", "C", "C", "C", "C", "H", "H", "H", "H", "H", "H", "H", "H", "H", "H", "H", "H", "H", "H", "H", "H", "H", "H", "H", "H", "H", "H", "H", "H", "H", "H", "H", "H", "H", "H", "H", "H", "H", "H", "H", "H", "H", "H", "H", "H", "H", "H", "H", "H", "H", "H", "H", "H", "H", "H", "H", "H", "H", "H", "H", "H", "H", "H", "H", "H", "H", "H", "H", "H", "H", "H"], "coordinates": [[1.805332, -7.554946, 11.969658], [-1.600188, 0.281784, 2.216048], [8.807842, -0.851016, -0.168572], [-10.170948, 0.926644, 2.410138], [1.298732, -7.992086, 9.192828], [5.148932, -1.332786, -8.252562], [9.719962, 1.632164, 1.385618], [-4.236258, 0.698994, -9.995842], [-9.133008, -0.134566, 5.220398], [-4.324808, -0.660916, -12.469182], [-5.859358, 8.837394, 2.710378], [8.175862, -1.746746, -8.879902], [-4.878038, -0.773176, -13.753062], [5.828392, -2.158206, -7.300702], [1.269942, -6.820226, 8.384328], [0.434882, 0.178334, 1.239418], [-7.550018, 9.709974, 4.103148], [7.776542, -0.320996, 0.658328], [2.545892, -8.251026, 9.792988], [10.462872, 0.769094, 0.522768], [-11.397098, 1.209124, 3.183858], [2.871292, -7.479156, 10.986578], [-0.705478, 0.080754, 3.284668], [5.869122, -1.437406, -9.542372], [9.785192, 0.029974, -0.620592], [-8.465648, -0.043046, 3.968098], [9.548812, -1.620626, -9.317262], [-7.279698, 8.282054, 4.530218], [-6.488498, 7.724554, 3.392478], [-0.968758, 0.843424, 1.087928], [10.553042, 2.524854, 2.055968], [-3.328438, 0.321614, -12.304902], [2.150432, -6.847686, 13.145228], [-3.040528, 0.489514, -10.800092], [-4.001708, 0.665134, -8.564232], [-6.206858, 10.051404, 3.391918], [0.417632, -0.555456, 2.559368], [7.314682, -0.856716, -9.625042], [-9.378108, -0.185186, 2.784268], [-8.272648, 0.425804, 6.240748], [2.115162, -5.794876, 12.865138], [0.561212, -0.464176, 0.368028], [0.339242, -6.638346, 7.846898], [10.596132, -0.477276, -1.143262], [8.132622, -0.455496, 1.679718], [-3.067328, 1.204604, -8.409332], [5.881282, -2.476996, -9.869802], [5.977212, -3.206486, -7.559672], [-1.049238, -0.438546, 4.179248], [6.930302, -1.007886, 0.645048], [-0.432938, 1.078004, 3.630078], [0.316572, -1.631706, 2.419448], [-2.244468, 1.221944, -10.666162], [-12.260198, 0.724764, 2.727168], [-1.368188, 0.707064, 0.082958], [-5.436768, 10.418404, 4.070418], [-7.797368, 10.324854, 4.968498], [11.311172, 1.315344, 0.110358], [-6.148188, 10.739824, 2.548868], [9.270002, 0.822564, -1.163252], [11.148392, 3.147904, 1.388538], [7.481702, 0.116774, -9.164032], [9.909662, 3.222704, 2.591838], [10.291012, -1.645116, -8.519372], [-8.769828, 0.304924, 7.203188], [10.910862, 0.040364, 1.198308], [-7.679088, -0.797396, 3.987618], [9.771432, -2.305756, -10.135262], [7.554602, 0.707524, 0.373748], [-8.159378, 7.724014, 4.850928], [-2.599048, -0.452896, -10.475952], [-10.108198, -0.965916, 2.997608], [5.301152, -0.862756, -10.274002], [6.776872, -1.813176, -6.889082], [-8.806428, -0.467466, 1.900178], [-7.178148, 7.439084, 2.598128], [1.171112, -6.963996, 13.609448], [-0.847868, 1.926584, 1.103548], [-5.476918, -1.666156, -13.932032], [-11.311538, 0.940634, 4.236798], [-4.153938, -0.885556, -14.560002], [5.179572, -2.151966, -6.424862], [1.214112, 0.940034, 1.212818], [-8.176768, 1.505044, 6.121788], [2.327062, -9.241706, 10.191448], [-3.803018, 1.271374, -12.551532], [3.882872, -7.659636, 11.350228], [2.893952, -6.457616, 10.607038], [-5.767698, 6.971354, 3.710668], [-4.098948, -0.342796, -8.160842], [2.152812, -6.480656, 7.842728], [-2.531898, 0.131964, -13.024382], [1.394762, -0.556916, 3.042358], [-7.268628, 0.004014, 6.194438], [-11.645308, 2.269324, 3.134258], [-8.374218, 9.637854, 3.393498], [1.060882, -5.947736, 9.003328], [9.784902, -0.601296, -9.622752], [-5.392018, 0.104984, -14.143892], [3.021702, -7.144796, 13.728938], [-4.855758, 1.117604, -8.060292], [-7.869528, 0.807904, 3.638508], [7.673802, -0.771006, -10.650612], [-6.622658, 8.287674, 5.399908], [3.291262, -8.481166, 9.031698], [11.176842, 2.017594, 2.791938]], "forces_ev_per_a": [[2.5221, -1.1468, -1.2842], [-3.5958, 0.0176, -0.1768], [-0.2653, -1.5284, -0.5970], [-0.7062, 1.4397, 0.7450], [-0.1080, 1.2100, -1.4877], [2.4838, -0.7575, -1.6316], [-0.6088, -0.2087, -1.4359], [0.7076, 0.3093, -0.6256], [1.0329, 1.5092, 0.1034], [-0.4857, -1.0566, 0.0245], [0.5876, -0.1457, 1.3843], [1.3782, 0.1193, -0.7320], [0.6334, 0.1834, -1.3389], [-0.9313, 0.1583, 1.6374], [-0.9674, 1.7940, 1.4067], [0.2516, 0.6037, -1.5907], [0.5039, 0.1249, -0.3943], [0.8704, -0.8588, 0.3296], [-1.4148, -3.5963, -0.1303], [1.3412, -0.3258, 1.1152], [0.9188, -0.3428, -0.5499], [-0.5400, 2.4874, 0.1277], [0.6845, 1.1770, -0.3937], [-0.0677, 1.3282, 0.4651], [-1.0508, 1.9012, 1.8738], [0.4903, -0.4742, -0.7715], [-0.4145, 0.8704, 0.2793], [0.6828, 0.1986, 1.3173], [-0.5344, 0.3504, -1.5374], [2.4848, -0.2048, 0.9490], [-0.3696, 0.6014, 0.5363], [-2.2186, 1.1139, 0.5530], [-2.5505, 0.6507, -0.8258], [0.0739, -1.8485, 0.3664], [-0.5512, 0.0601, -1.3912], [-0.3541, -0.2856, -0.8409], [1.9149, -1.2472, -0.0917], [-0.0024, -1.1476, 1.5023], [-1.8607, -1.1058, 0.3150], [-0.9685, 0.1900, -0.3485], [0.8725, 0.4004, 0.2858], [0.3984, -0.2008, 0.2087], [0.1113, -1.5026, -0.8597], [-0.4714, -0.1396, -0.2868], [-0.0433, 0.9169, 0.2804], [-0.0224, -0.2986, 0.7625], [0.1318, -0.1119, 0.1217], [-0.1725, 0.0140, -0.6792], [-0.8092, -0.3152, -0.6225], [-0.1794, 0.2291, -0.7442], [0.4073, 0.2434, 0.2946], [-0.8096, -0.0542, -0.1197], [-0.2764, 0.5714, 0.1441], [0.1262, -0.4835, -0.0178], [-0.8763, -0.9848, 0.5239], [0.1220, -0.4299, 0.4986], [-0.0407, 0.2431, -0.3014], [0.0779, 0.3030, -0.2686], [-0.8887, 0.5654, 0.2864], [0.2270, 0.0311, -0.9750], [0.2980, -0.1901, -0.2353], [-0.7086, 0.3408, -0.0317], [-0.0867, -0.1094, 0.1208], [-0.4333, -1.1061, 0.4780], [0.2112, -0.4822, -0.0514], [0.2247, -0.4924, -0.0078], [-0.1071, -0.6807, -0.3940], [0.0630, -0.0870, 0.1213], [-0.2768, -0.0571, 0.3063], [-0.0613, -0.0641, -0.4375], [0.1165, -0.2707, 0.2400], [0.1619, -0.6794, -0.0410], [-0.3565, -0.0279, 0.1709], [0.1662, 0.5083, -0.7033], [0.0812, 0.0884, 0.0508], [0.0197, -1.2323, 0.2204], [0.5043, -0.0368, 1.3478], [-0.2139, 0.3554, 0.7844], [-0.3088, 0.1008, 0.9806], [0.1715, -0.1891, -0.1004], [1.0335, -0.1345, 0.1381], [-0.2637, -0.1287, -0.0034], [0.1017, -0.0576, -0.0353], [0.0401, 0.1631, -0.3275], [0.1917, -0.5140, 0.0509], [0.0813, 0.4487, -0.5804], [-0.1116, -0.5077, 0.3812], [0.1426, 0.7730, 0.4609], [-0.0364, -0.0558, -0.3770], [0.9944, -0.3802, -0.2490], [0.2227, -0.9851, -0.3695], [0.6930, 0.0825, 0.6100], [0.0592, 0.6671, 0.2716], [-0.0379, -0.3058, 0.2027], [0.5875, 0.1132, -0.1568], [-0.0465, 0.6072, -0.0996], [0.6105, 0.3323, 1.0051], [-0.5290, 0.3008, -0.6863], [-0.6037, 0.3532, 0.7334], [-0.0489, -0.2360, -0.2268], [0.1333, 0.7653, -0.3674], [-0.1382, 1.2416, 1.3405], [-0.3440, -0.2725, -0.3085], [0.0466, 0.1223, 0.2802], [0.5638, 0.8774, 0.1178], [0.3116, -0.0725, -0.0118]], "smiles": "C1CCOC1.C1CCOC1.COCCOC.COCCOC.COCCOC.COCCOC.COCCOC", "energy_ev": -54663.9988, "lumo_energy_ev": 0.74, "orbital_gap_ev": 10.143, "largest_force_ha_per_bohr": 0.0752, "e_above_lowest_kcal_mol": 212.6}